# 1
A 2-piece molecular cluster, C4H13NO2 overall at a distorted geometry. Source: the Open Molecules 2025 dataset; level of theory: ωB97M-V/def2-TZVPD.

Total charge   0
Energy relative to the best compared isomer or geometry (same formula, charge and spin)   94.3 kJ/mol
Spin multiplicity   1
LUMO   0.77 eV
SMILES   NCCO.CCO
HOMO-LUMO gap   9.71 eV

Each line ends with the Mulliken charge.
Element x y z (Å)
C (1.585, -1.184, -0.454)  -0.3360
C (2.083, 0.269, -0.500)  -0.6186
N (2.213, 0.924, 0.789)  -0.5825
O (0.265, -1.323, 0.020)  -0.5100
H (0.061, -0.590, 0.663)  0.3659
H (1.300, 1.068, 1.211)  0.2696
H (2.770, 0.358, 1.420)  0.2472
H (1.617, -1.620, -1.459)  0.3043
H (2.263, -1.769, 0.190)  0.2512
H (3.064, 0.273, -0.985)  0.3592
H (1.405, 0.869, -1.113)  0.2464
C (-1.666, 0.801, -0.231)  -0.1514
C (-2.670, -0.326, -0.290)  -0.9868
O (-0.902, 0.805, 1.115)  -0.5847
H (-1.543, 0.719, 1.831)  0.2627
H (-0.946, 0.758, -1.046)  0.1549
H (-2.141, 1.787, -0.228)  0.3656
H (-3.377, -0.266, 0.540)  0.3373
H (-3.218, -0.269, -1.230)  0.3066
H (-2.164, -1.284, -0.244)  0.2990

# 2
C2H4FeLiO2 as an isolated structure at a distorted geometry. Source: the Open Molecules 2025 dataset; level of theory: ωB97M-V/def2-TZVPD.

Total charge   0
Spin multiplicity   6
LUMO (spin up / spin down)   -0.35 / -1.76 eV
HOMO-LUMO gap (spin up / spin down)   6.49 / 4.97 eV

Each line ends with the Mulliken charge.
Element x y z (Å)
O (-0.860, 1.656, -0.769)  -0.9625
C (-0.178, -0.638, -0.845)  -0.7557
C (-0.019, -0.951, 0.501)  0.2219
O (0.801, -0.146, 1.255)  -0.6980
H (-1.096, 1.864, -1.673)  0.1707
H (0.692, -0.178, -1.340)  0.2330
H (-0.872, -1.248, -1.431)  0.2571
H (-0.125, -1.998, 0.817)  0.2901
Fe (1.042, -0.046, 3.175)  0.4497
Li (0.614, 1.685, 0.311)  0.7936

# 3
C35H52AsOP3PbSe as an isolated structure at a distorted geometry. Source: the Open Molecules 2025 dataset; level of theory: ωB97M-V/def2-TZVPD.

Total charge   +4
Energy relative to the best compared isomer or geometry (same formula, charge and spin)   72.9 kJ/mol
Spin multiplicity   1
LUMO (spin up / spin down)   -12.77 / -14.77 eV
HOMO-LUMO gap (spin up / spin down)   4.84 / 2.84 eV

Each line ends with the Mulliken charge.
Element x y z (Å)
Pb (-1.176, 0.115, -0.834)  1.0334
P (-0.499, -2.602, -0.282)  0.7766
P (2.752, -0.873, 0.719)  0.8093
P (2.380, -1.880, -2.325)  1.2319
H (-1.984, 3.949, -7.349)  0.4991
C (-2.070, 3.035, -7.947)  -0.3688
C (-2.995, 2.108, -7.688)  -0.1313
H (-3.847, 2.280, -7.030)  0.3230
C (-2.053, -2.475, 0.717)  -1.4520
C (0.332, -3.927, 0.706)  -1.4516
C (-1.150, -3.638, -1.666)  -1.2463
C (4.114, 0.388, 0.681)  -1.3578
C (2.347, -0.654, 2.495)  -0.9859
C (3.817, -2.375, 0.939)  -1.3883
C (1.725, -1.847, -4.056)  -1.1345
C (2.644, -3.693, -2.164)  -1.4978
C (4.107, -1.366, -2.688)  -1.1136
H (-1.366, 2.926, -8.798)  0.3654
H (-2.937, 1.132, -8.176)  0.3211
H (-2.751, -1.715, 0.333)  0.4954
H (-1.768, -2.226, 1.743)  0.1918
H (-2.538, -3.448, 0.686)  0.6724
H (0.589, -3.580, 1.716)  0.3150
H (1.247, -4.329, 0.247)  0.3165
H (-0.399, -4.744, 0.803)  0.5707
H (-1.892, -3.076, -2.250)  0.3676
H (-1.650, -4.508, -1.219)  0.4963
H (-0.383, -3.994, -2.372)  0.3117
H (4.758, 0.198, 1.556)  0.4709
H (3.673, 1.390, 0.767)  0.4079
H (4.702, 0.350, -0.243)  0.3577
H (3.210, -0.854, 3.144)  0.6022
H (1.525, -1.339, 2.741)  0.1545
H (1.994, 0.380, 2.634)  0.1629
H (4.377, -2.208, 1.872)  0.5598
H (4.516, -2.525, 0.105)  0.4175
H (3.198, -3.277, 1.051)  0.2953
H (2.465, -2.347, -4.681)  0.4765
H (1.624, -0.823, -4.432)  0.3995
H (0.760, -2.361, -4.114)  0.3142
H (3.253, -3.962, -3.032)  0.5213
H (1.716, -4.276, -2.185)  0.3602
H (3.190, -3.964, -1.255)  0.3490
H (4.453, -2.055, -3.462)  0.5486
H (4.747, -1.436, -1.804)  0.3139
H (4.118, -0.341, -3.072)  0.3163
C (1.339, 2.063, -3.891)  0.4710
C (-0.006, 1.889, -4.254)  -0.4753
C (-0.401, 2.263, -5.536)  0.4010
C (0.481, 2.880, -6.415)  0.1676
C (1.795, 3.127, -6.010)  -0.9099
C (2.240, 2.701, -4.758)  -0.5400
Se (2.008, 1.575, -2.105)  0.1019
H (1.686, 0.166, -2.600)  -0.6880
H (-0.735, 1.496, -3.529)  -0.0278
H (-1.427, 2.082, -5.862)  -0.0700
H (0.149, 3.175, -7.405)  0.1668
H (2.477, 3.654, -6.669)  0.4121
H (3.264, 2.894, -4.421)  0.4508
O (-0.691, 0.540, 1.290)  0.1743
As (-1.230, 0.913, 2.882)  1.0537
C (-1.044, -0.556, 4.167)  0.9839
C (0.012, -0.599, 5.101)  -0.3304
C (0.119, -1.664, 5.992)  -0.7645
C (-0.830, -2.687, 6.014)  -0.6842
C (-1.918, -2.617, 5.127)  -0.7495
C (-2.029, -1.553, 4.218)  -0.4781
C (-0.573, 2.664, 3.398)  0.8333
C (0.549, 2.838, 4.219)  -0.0273
C (0.960, 4.125, 4.590)  -0.9194
C (0.260, 5.254, 4.139)  -0.5359
C (-0.897, 5.074, 3.358)  -0.7028
C (-1.325, 3.784, 3.004)  -0.5332
C (-3.143, 1.064, 2.705)  -0.1239
C (-3.908, 1.234, 3.869)  -0.3343
C (-5.301, 1.309, 3.774)  -0.7062
C (-5.936, 1.220, 2.516)  -0.5638
C (-5.155, 1.067, 1.369)  -0.8307
C (-3.766, 1.010, 1.462)  0.4548
H (0.759, 0.185, 5.108)  0.1656
H (0.967, -1.708, 6.679)  0.4612
H (-0.739, -3.531, 6.703)  0.4544
H (-2.676, -3.404, 5.134)  0.4533
H (-2.890, -1.521, 3.535)  0.5109
H (1.106, 1.982, 4.584)  0.2005
H (1.837, 4.251, 5.226)  0.4378
H (0.608, 6.265, 4.400)  0.4196
H (-1.456, 5.953, 3.021)  0.4105
H (-2.255, 3.658, 2.443)  0.3797
H (-3.425, 1.302, 4.846)  0.4807
H (-5.895, 1.438, 4.683)  0.4581
H (-7.028, 1.282, 2.443)  0.4255
H (-5.625, 1.000, 0.388)  0.4150
H (-3.190, 0.928, 0.538)  -0.3462

# 4
C4H7NO as an isolated structure. Source: the Open Molecules 2025 dataset; level of theory: ωB97M-V/def2-TZVPD.

Total charge   0
Energy relative to the best compared isomer or geometry (same formula, charge and spin)   282.5 kJ/mol
Spin multiplicity   1
LUMO   0.60 eV
HOMO-LUMO gap   10.44 eV

Each line ends with the Mulliken charge.
Element x y z (Å)
C (-1.528, -0.398, 0.482)  -1.0488
C (-0.077, -0.177, 0.272)  0.4127
C (0.698, 1.069, -0.069)  -0.2151
C (1.821, 0.099, 0.366)  0.4761
O (2.996, 0.180, 0.559)  -0.5194
N (0.898, -0.985, 0.566)  -0.6510
H (-1.800, -1.453, 0.397)  0.3269
H (-1.690, -0.083, 1.518)  0.3332
H (-2.169, 0.212, -0.163)  0.3214
H (-0.427, -0.657, -1.861)  0.0212
H (0.739, 1.400, -1.114)  0.2097
H (0.488, 1.916, 0.586)  0.2472
H (0.051, -1.125, -1.540)  0.0859

# 5
C28H24I2N5OSbSe4Tc as an isolated structure at a distorted geometry. Source: the Open Molecules 2025 dataset; level of theory: ωB97M-V/def2-TZVPD.

Total charge   0
Energy relative to the best compared isomer or geometry (same formula, charge and spin)   76.2 kJ/mol
Spin multiplicity   4
LUMO (spin up / spin down)   -0.90 / -2.52 eV
HOMO-LUMO gap (spin up / spin down)   5.96 / 3.65 eV

Each line ends with the Mulliken charge.
Element x y z (Å)
Tc (0.150, -0.130, -0.026)  -0.6059
C (-2.545, 1.465, -0.350)  -0.7631
C (-3.088, 0.444, 0.624)  -1.3568
C (-2.255, -0.140, 1.726)  0.7749
C (-2.690, -0.051, 3.080)  -0.8897
C (-1.996, -0.736, 4.057)  -0.4703
C (-0.913, -1.559, 3.710)  -0.8801
C (-0.492, -1.576, 2.402)  -0.7148
N (-1.056, -0.698, 1.508)  1.2399
N (-1.283, 1.044, -1.080)  1.3490
C (-1.650, 0.448, -2.376)  -1.4615
C (-2.324, -0.906, -2.249)  0.7476
C (-2.940, -1.388, -3.401)  -1.0236
C (-3.434, -2.682, -3.472)  -0.6779
C (-3.337, -3.447, -2.291)  -0.6247
C (-2.710, -2.880, -1.219)  -0.7305
N (-2.200, -1.637, -1.140)  0.5399
C (-0.619, 2.354, -1.525)  -1.7190
C (0.807, 2.133, -1.942)  0.5857
C (1.428, 3.061, -2.736)  -0.9609
C (2.670, 2.706, -3.267)  -0.4203
C (3.274, 1.437, -2.880)  -0.9654
C (2.557, 0.596, -2.043)  -0.4348
N (1.340, 0.941, -1.539)  1.1469
H (-2.235, 2.375, 0.216)  0.6221
H (-3.312, 1.778, -1.105)  0.5007
H (-3.508, -0.374, 0.043)  0.2719
H (-3.997, 0.862, 1.112)  0.5810
H (-3.548, 0.558, 3.343)  0.4452
H (-2.349, -0.617, 5.088)  0.3988
H (-0.420, -2.225, 4.428)  0.4437
H (0.321, -2.185, 2.022)  0.6352
H (-0.722, 0.321, -2.972)  0.4723
H (-2.310, 1.115, -2.947)  0.5378
H (-3.108, -0.713, -4.210)  0.4795
H (-3.907, -3.057, -4.377)  0.4234
H (-3.707, -4.471, -2.225)  0.4000
H (-2.592, -3.448, -0.290)  0.4734
H (-0.616, 2.963, -0.639)  0.6506
H (-1.278, 2.838, -2.294)  0.6158
H (0.945, 4.003, -2.903)  0.5425
H (3.235, 3.402, -3.898)  0.4099
H (4.221, 1.057, -3.341)  0.3791
H (2.903, -0.417, -1.760)  0.4350
I (-0.112, 4.682, 3.329)  0.0245
C (1.142, 3.161, 2.796)  -0.9324
C (2.309, 3.228, 3.627)  -0.5142
C (3.198, 2.208, 3.718)  -0.6228
I (4.408, 2.366, 5.407)  0.0787
C (3.165, 1.074, 2.821)  0.5500
C (4.238, 0.162, 2.578)  -0.2903
C (4.058, -0.871, 1.636)  -1.1861
C (2.810, -1.018, 1.041)  -0.5284
N (1.842, -0.074, 1.130)  0.6772
C (2.047, 0.968, 2.005)  0.1094
C (1.016, 2.029, 1.963)  0.4459
O (-0.002, 1.801, 1.117)  0.3308
H (2.548, 4.082, 4.264)  0.3403
H (5.172, 0.209, 3.138)  0.3307
H (4.831, -1.683, 1.495)  0.3883
H (2.529, -1.931, 0.524)  0.5708
Se (3.149, -5.268, -1.220)  -0.5355
Sb (0.813, -4.868, -1.871)  0.8247
Se (0.625, -2.012, -1.267)  -0.4939
Se (0.598, -4.810, -4.352)  -0.4068
Se (-1.094, -6.000, -0.744)  -0.5634